i) Formula: C4H16O4
Source: OMol25
Level of theory: wB97M-V/def2-TZVPD

Last column: natural (NBO) charge in e.
Positions of all 24 atoms, in Å:
O  3.3175  2.3571  4.5387  -0.9413
O  -1.9646  1.9799  -4.7874  -0.9237
O  0.6578  0.6459  4.4002  -0.9725
O  2.6896  1.0906  -0.5332  -0.9517
C  0.6804  -1.3129  -1.9606  -0.4095
C  -2.2832  -1.1001  0.2908  -0.6140
C  -1.5212  -1.7201  -0.8980  -0.4430
C  -0.0469  -1.2893  -0.8474  -0.1684
H  0.2781  -1.6433  -2.9204  0.1891
H  0.3802  -0.9524  0.0759  0.2004
H  1.7963  0.9311  -0.8372  0.4793
H  -1.6676  2.2359  -5.6673  0.4626
H  3.3521  0.6935  -1.1226  0.4737
H  -2.5054  1.2212  -5.0584  0.4613
H  0.5061  -0.2944  4.5963  0.4885
H  3.1052  1.6141  5.1189  0.4723
H  -2.9615  -1.8955  0.6843  0.2057
H  -1.8391  -1.3373  -1.8867  0.2097
H  -1.6383  -2.8048  -0.9528  0.2119
H  -2.8455  -0.2669  -0.1067  0.2185
H  -1.6279  -0.9236  1.1198  0.2066
H  1.7441  -1.1369  -1.9656  0.1914
H  2.4768  2.6671  4.2130  0.4690
H  -0.0829  1.2411  4.5065  0.4842

Summary:
gap between HOMO and LUMO = 10.24 eV
HOMO energy = -9.69 eV
total charge = 0
SMILES = C=CCC.O.O.O.O



ii) Formula: C4H16O4
Source: OMol25
Level of theory: wB97M-V/def2-TZVPD

Last column: natural (NBO) charge in e.
Positions of all 24 atoms, in Å:
O  -1.7225  -0.9594  -1.1920  -0.7603
O  -1.1622  0.7652  0.9611  -0.7571
O  0.6129  0.2797  -1.1323  -0.7867
O  1.9687  0.0445  1.1726  -0.7627
C  3.2107  -0.3993  1.5924  -0.2421
C  -3.0120  -0.4900  -1.6639  -0.2526
C  -1.5183  0.5931  2.3237  -0.2559
C  1.4561  0.2897  -2.2193  -0.2414
H  -1.0332  -0.1946  2.8989  0.1735
H  0.9491  0.5271  -3.1127  0.1676
H  -2.6193  0.3030  2.3405  0.1734
H  1.7663  -0.0435  0.2335  0.5010
H  -0.2090  0.9846  0.8748  0.5140
H  4.0054  0.2951  1.2977  0.1555
H  -3.3595  -1.2372  -2.3708  0.1832
H  -2.9967  0.4567  -2.1162  0.1701
H  3.2190  -0.4974  2.6727  0.1721
H  -0.3208  0.0411  -1.4222  0.5152
H  -3.7319  -0.4993  -0.7493  0.1669
H  3.4677  -1.4073  1.3709  0.1603
H  -1.3950  1.4199  3.0362  0.1718
H  -1.6886  -0.4906  -0.3061  0.5089
H  2.2485  0.9728  -2.0369  0.1760
H  1.8644  -0.7542  -2.4535  0.1494

Summary:
gap between HOMO and LUMO = 10.88 eV
HOMO energy = -10.03 eV
total charge = 0
SMILES = CO.CO.CO.CO



iii) Formula: C4H16O4
Source: OMol25
Level of theory: wB97M-V/def2-TZVPD

Last column: natural (NBO) charge in e.
Positions of all 24 atoms, in Å:
O  -20.5250  21.8254  -7.7208  -0.7441
O  -15.1602  28.5850  -8.4812  -0.7206
O  -18.0511  23.1798  -7.3185  -0.7595
O  -17.5896  22.2795  -10.2584  -0.7339
C  -15.5671  27.5301  -7.6158  -0.2494
C  -16.1984  22.3578  -10.5142  -0.2446
C  -18.2593  24.5712  -7.1595  -0.2470
C  -20.1725  20.7512  -6.8452  -0.2556
H  -16.0770  22.7414  -11.5252  0.1763
H  -20.6968  19.8302  -7.1189  0.1717
H  -16.6530  27.5197  -7.4924  0.1604
H  -21.4698  21.9808  -7.6446  0.4790
H  -15.0974  27.5876  -6.6282  0.1623
H  -15.6985  23.0510  -9.8299  0.1620
H  -15.7190  21.3776  -10.4377  0.1563
H  -19.0585  24.7740  -6.4424  0.1627
H  -15.2447  26.5857  -8.0490  0.1834
H  -17.3411  24.9971  -6.7522  0.1750
H  -19.1110  20.5680  -6.9867  0.1930
H  -20.3845  21.0016  -5.8063  0.1712
H  -18.9000  22.7962  -7.5815  0.4904
H  -15.1629  29.4080  -7.9870  0.4639
H  -18.4458  25.0593  -8.1200  0.1695
H  -17.7104  22.2426  -9.3034  0.4774

Summary:
gap between HOMO and LUMO = 10.48 eV
HOMO energy = -9.85 eV
total charge = 0
SMILES = CO.CO.CO.CO



iv) Formula: C4H16O4
Source: OMol25
Level of theory: wB97M-V/def2-TZVPD

Last column: natural (NBO) charge in e.
Positions of all 24 atoms, in Å:
O  -2.7521  -0.8548  1.3529  -0.9139
O  -0.8166  -0.1601  2.6674  -0.8060
O  0.9132  0.2027  -2.7663  -0.8188
O  2.9779  0.6766  -1.4422  -0.8915
C  1.3858  -1.0677  0.9029  -0.6071
C  -0.0593  0.7004  -0.0067  -0.4076
C  0.1387  -0.7832  0.1034  -0.4045
C  -1.3141  1.0646  -0.8641  -0.6111
H  -2.1651  0.4061  -0.6250  0.2416
H  -1.9584  -0.6015  1.9857  0.4708
H  2.2982  -0.6228  0.4331  0.2642
H  -3.5825  -1.0717  1.8080  0.4771
H  -0.7760  -1.2143  0.5234  0.3062
H  2.1215  0.3660  -2.0870  0.4880
H  0.6782  0.3179  -3.7547  0.4675
H  -1.1756  1.0804  -1.9628  0.2510
H  0.7912  1.1928  -0.4355  0.2725
H  0.2938  -1.2330  -0.8964  0.3124
H  1.2219  -0.6338  1.8888  0.2665
H  -0.9270  -0.4099  3.6058  0.4569
H  1.4597  -2.1650  0.8945  0.2116
H  -0.2669  1.1297  1.0052  0.3009
H  3.1400  1.6153  -1.7676  0.4666
H  -1.6267  2.0652  -0.5631  0.2066

Summary:
gap between HOMO and LUMO = 3.48 eV
HOMO energy = -9.45 eV
total charge = 0



It is i) that is the most stable of them.